The following is a quantum chemistry calculation of a cluster of 13 separate species, C34H96N2O15 in total in a non-equilibrium geometry, from the Open Molecules 2025 dataset.

Last column: Löwdin spin population.
CARTESIAN COORDINATES (ANGSTROEM)
C: -6.92277 6.10371 4.16101  0.0000
O: -6.34356 5.11628 3.29845  0.0000
C: -5.85766 3.95922 3.94996  0.0000
C: -5.51940 2.92666 2.88473  0.0000
N: -4.53559 3.40451 1.94817  0.0000
C: -4.26458 2.54455 0.81991  0.0000
C: -3.37164 3.31389 -0.20103  0.0000
O: -4.15292 4.25208 -0.82944  0.0000
C: -3.41907 5.04963 -1.70487  0.0000
H: -7.51611 6.80578 3.57524  0.0000
H: -6.08748 6.63552 4.61662  0.0000
H: -7.61835 5.67779 4.88410  0.0000
H: -6.68262 3.54578 4.53013  0.0000
H: -4.93950 4.17101 4.49790  0.0000
H: -6.42711 2.65965 2.34356  0.0000
H: -5.16948 2.05685 3.44068  0.0000
H: -4.94711 4.24606 1.57059  0.0000
H: -5.17498 2.22959 0.30995  0.0000
H: -3.78850 1.64718 1.21509  0.0000
H: -2.96362 2.64799 -0.96143  0.0000
H: -2.51300 3.74836 0.31090  0.0000
H: -4.10725 5.82394 -2.04390  0.0000
H: -3.06042 4.49852 -2.57420  0.0000
H: -2.63349 5.53233 -1.12351  0.0000
C: 9.06727 -5.16974 -2.00809  0.0008
O: 7.97915 -4.48032 -1.48880  0.0072
C: 7.72884 -3.17969 -2.07975  0.0140
C: 6.45953 -2.56224 -1.46210  0.0838
N: 5.27892 -3.24741 -1.92739  0.6756
C: 4.08350 -2.58276 -1.35201  0.0732
C: 2.90989 -3.56968 -1.51788  -0.0005
O: 3.02470 -4.62413 -0.53210  0.0133
C: 1.86087 -5.50501 -0.58530  0.0007
H: 9.96637 -4.56906 -1.87058  0.0003
H: 8.94307 -5.46281 -3.05057  0.0003
H: 9.27538 -6.08210 -1.44917  0.0000
H: 7.67328 -3.14650 -3.16783  -0.0001
H: 8.52655 -2.49757 -1.78569  0.0009
H: 6.52034 -1.48595 -1.62339  0.0061
H: 6.57520 -2.68865 -0.38565  0.0438
H: 5.31627 -4.21516 -1.64071  0.0216
H: 3.88683 -1.66091 -1.89938  0.0176
H: 4.23963 -2.25685 -0.32365  0.0304
H: 2.84009 -3.94082 -2.54037  -0.0001
H: 1.96970 -3.03920 -1.36718  -0.0003
H: 0.86815 -5.05660 -0.62471  0.0004
H: 1.95672 -6.27460 0.18062  0.0000
H: 1.92099 -6.15287 -1.45981  0.0004
C: 1.37381 -0.42631 -3.81715  0.0004
C: 1.11355 -1.85719 -4.40844  0.0000
O: -0.02781 -1.81083 -5.20191  0.0001
H: 2.22726 -0.41473 -3.13922  0.0002
H: 0.57305 -0.04376 -3.18428  0.0000
H: 1.56855 0.23730 -4.65965  0.0000
H: 1.03168 -2.59409 -3.60945  0.0000
H: 2.03933 -2.19293 -4.87568  0.0000
H: -0.68696 -1.20439 -4.85643  0.0000
C: -1.72863 2.05167 -3.85356  0.0000
C: -1.81382 1.07345 -5.05229  0.0000
O: -2.19341 -0.26951 -4.68018  0.0000
H: -0.84382 1.77389 -3.28080  0.0000
H: -2.65001 1.94698 -3.28069  0.0000
H: -1.64527 3.10431 -4.12391  0.0000
H: -0.96868 1.09312 -5.74038  0.0000
H: -2.63334 1.41880 -5.68255  0.0000
H: -3.08939 -0.25342 -4.33585  0.0000
C: 0.68764 2.09285 5.08026  0.0000
C: -0.15018 2.85779 6.06389  0.0000
O: -1.55311 2.80752 5.77111  0.0000
H: 0.64108 2.60401 4.11869  0.0000
H: 0.40361 1.04416 4.99257  0.0000
H: 1.74005 2.04372 5.35976  0.0000
H: 0.12388 3.91270 6.07755  0.0000
H: -0.04967 2.38431 7.04053  0.0000
H: -1.72060 3.27078 4.94714  0.0000
C: -3.01009 -0.74538 3.28752  0.0000
C: -3.76578 -1.34842 4.45128  0.0000
O: -5.01436 -1.72360 3.89680  0.0000
H: -3.26718 0.31229 3.22963  0.0000
H: -3.08832 -1.34147 2.37831  0.0000
H: -1.94747 -0.75758 3.52998  0.0000
H: -3.89150 -0.59912 5.23285  0.0000
H: -3.36653 -2.28278 4.84581  0.0000
H: -5.49701 -2.01802 4.67267  0.0000
C: -3.59975 -0.43347 -1.55562  0.0000
C: -4.49318 -1.13035 -2.48853  0.0000
O: -4.76331 -0.42147 -3.72425  0.0000
H: -3.83117 0.63084 -1.51318  0.0000
H: -2.58528 -0.36594 -1.94855  0.0000
H: -3.56308 -0.90195 -0.57212  0.0000
H: -5.47139 -1.17912 -2.01017  0.0000
H: -4.11992 -2.14800 -2.60324  0.0000
H: -5.55692 0.10675 -3.61135  0.0000
C: 5.09697 -0.54218 1.96296  0.0026
C: 3.68249 -1.10936 2.01314  0.0018
O: 3.15076 -0.90356 3.28012  0.0016
H: 5.62642 -0.67759 1.01986  0.0018
H: 5.69632 -0.93898 2.78236  0.0000
H: 4.99795 0.54196 2.01736  0.0001
H: 3.75391 -2.17979 1.82029  0.0012
H: 3.03898 -0.66748 1.25239  0.0002
H: 3.03798 -1.71066 3.78751  0.0000
C: -0.92585 -4.74861 -2.63664  0.0000
C: -1.53259 -3.44313 -2.18022  0.0000
O: -0.81942 -3.01056 -1.08115  0.0001
H: -0.91721 -5.42780 -1.78416  0.0000
H: 0.09510 -4.65377 -3.00645  0.0000
H: -1.52229 -5.20141 -3.42869  0.0000
H: -2.54967 -3.56710 -1.80837  0.0000
H: -1.56032 -2.67223 -2.95030  0.0000
H: -0.93439 -3.60108 -0.33304  0.0000
C: 0.10551 0.80363 1.41198  0.0000
C: -0.18980 0.54974 -0.04125  0.0000
O: 0.40160 -0.63039 -0.54979  0.0000
H: -0.49404 0.13464 2.02931  0.0000
H: -0.11422 1.83215 1.69828  0.0000
H: 1.12724 0.56102 1.70407  0.0000
H: 0.35014 1.33756 -0.56651  0.0000
H: -1.26214 0.63165 -0.21870  0.0000
H: -0.27417 -1.26262 -0.80516  0.0000
C: 1.03046 4.28405 0.06752  0.0000
C: 1.04161 4.20328 -1.43458  0.0000
O: -0.09797 4.91419 -1.88449  0.0000
H: 0.06398 4.01216 0.49187  0.0000
H: 1.29919 5.22042 0.55652  0.0000
H: 1.80413 3.59016 0.39619  0.0000
H: 0.97993 3.15189 -1.71544  0.0000
H: 1.92772 4.61747 -1.91558  0.0000
H: 0.06851 5.85722 -1.95225  0.0000
C: 3.75931 1.61059 -1.25166  0.0001
C: 4.38189 2.72244 -0.47117  0.0000
O: 5.61527 3.17973 -1.05494  0.0000
H: 2.85969 1.33004 -0.70388  0.0000
H: 4.41733 0.76411 -1.44807  0.0001
H: 3.38023 2.01614 -2.18971  0.0000
H: 4.48908 2.38976 0.56127  0.0000
H: 3.73224 3.59666 -0.51356  0.0000
H: 5.56848 4.13811 -1.08518  0.0000
C: 0.04739 -3.01748 2.38658  0.0000
C: -0.83879 -4.23897 2.42078  0.0000
O: -1.45278 -4.41221 1.15292  0.0000
H: 0.84041 -3.08888 1.64218  0.0000
H: 0.36616 -2.83676 3.41314  0.0000
H: -0.59754 -2.19645 2.07342  0.0000
H: -1.59146 -4.20591 3.20849  0.0000
H: -0.26670 -5.15165 2.58758  0.0000
H: -1.68470 -5.34377 1.14875  0.0000

Summary:
**Lowest unoccupied orbital energy (alpha / beta)**: -2.1 / -7.6 eV
**Charge**: +1
**Spin multiplicity**: 2
**Maximum force**: 5.067 eV/A
**Gap between HOMO and LUMO (alpha / beta)**: 7.977 / 2.424 eV
**E_HOMO (alpha / beta)**: -10.065 / -10.065 eV